{
  "formula": "C46H90N10O11",
  "method": "ωB97M-V/def2-TZVPD",
  "symbols": ["C", "C", "C", "O", "C", "H", "H", "H", "H", "H", "H", "H", "H", "C", "C", "C", "O", "C", "H", "H", "H", "H", "H", "H", "H", "H", "C", "C", "C", "O", "C", "H", "H", "H", "H", "H", "H", "H", "H", "C", "C", "O", "N", "C", "H", "H", "H", "H", "H", "H", "H", "C", "C", "O", "N", "C", "H", "H", "H", "H", "H", "H", "H", "C", "C", "O", "N", "C", "H", "H", "H", "H", "H", "H", "H", "C", "C", "O", "N", "C", "H", "H", "H", "H", "H", "H", "H", "C", "C", "O", "N", "C", "H", "H", "H", "H", "H", "H", "H", "C", "C", "O", "N", "C", "H", "H", "H", "H", "H", "H", "H", "C", "C", "O", "N", "C", "H", "H", "H", "H", "H", "H", "H", "C", "C", "O", "N", "C", "H", "H", "H", "H", "H", "H", "H", "N", "C", "C", "C", "C", "C", "H", "H", "H", "H", "H", "N", "C", "C", "C", "C", "C", "H", "H", "H", "H", "H"],
  "coordinates": [[0.072, -1.557, -1.019], [-0.806, -1.907, 0.198], [-0.533, -0.760, 1.174], [0.419, 0.129, 0.560], [1.077, -0.548, -0.486], [-0.637, -1.086, -1.705], [0.515, -2.403, -1.541], [-0.569, -2.894, 0.608], [-1.844, -2.080, -0.096], [0.009, -1.127, 2.049], [-1.420, -0.192, 1.451], [1.982, -1.111, -0.223], [1.326, 0.206, -1.237], [2.863, -2.046, -4.741], [2.371, -1.924, -6.199], [1.372, -0.772, -5.969], [1.943, 0.029, -4.926], [2.942, -0.643, -4.203], [3.779, -2.645, -4.760], [2.130, -2.609, -4.158], [1.856, -2.858, -6.420], [3.149, -1.707, -6.927], [0.404, -1.133, -5.625], [1.310, -0.164, -6.872], [2.764, -0.701, -3.122], [3.903, -0.139, -4.385], [4.256, 2.586, -2.098], [5.242, 3.540, -2.768], [4.696, 3.639, -4.166], [3.296, 3.718, -3.977], [2.945, 2.856, -2.864], [4.095, 2.843, -1.050], [4.442, 1.513, -2.190], [6.301, 3.281, -2.871], [5.162, 4.494, -2.246], [4.933, 2.766, -4.782], [4.995, 4.629, -4.519], [2.462, 1.954, -3.243], [2.228, 3.465, -2.312], [-2.730, 6.646, 0.287], [-3.426, 5.307, 0.452], [-4.533, 5.211, -0.100], [-2.842, 4.334, 1.143], [-3.286, 2.971, 1.349], [-3.443, 7.424, 0.040], [-2.023, 6.558, -0.540], [-2.184, 6.909, 1.197], [-2.117, 4.624, 1.809], [-4.099, 2.729, 0.662], [-3.738, 2.946, 2.342], [-2.508, 2.242, 1.129], [1.423, 5.820, 3.312], [0.623, 4.776, 2.532], [-0.609, 4.759, 2.677], [1.244, 4.081, 1.587], [0.538, 3.371, 0.544], [2.407, 5.730, 2.829], [1.637, 5.497, 4.328], [1.090, 6.835, 3.141], [2.252, 4.049, 1.539], [-0.222, 2.697, 0.944], [1.289, 2.720, 0.096], [0.010, 3.916, -0.237], [-3.644, -1.460, 2.622], [-4.793, -1.968, 3.466], [-4.979, -3.169, 3.644], [-5.582, -1.023, 3.999], [-6.580, -1.141, 5.068], [-3.308, -2.224, 1.914], [-2.758, -1.240, 3.219], [-3.825, -0.676, 1.885], [-5.528, -0.084, 3.638], [-6.665, -2.200, 5.319], [-7.555, -0.841, 4.699], [-6.214, -0.679, 5.981], [0.286, -1.011, 6.256], [-0.966, -0.555, 5.506], [-1.237, -1.022, 4.414], [-1.615, 0.492, 6.046], [-2.752, 1.159, 5.405], [0.440, -0.472, 7.190], [1.157, -0.957, 5.611], [0.126, -2.054, 6.538], [-1.427, 0.762, 6.993], [-2.536, 1.436, 4.379], [-3.033, 1.971, 6.072], [-3.593, 0.462, 5.484], [6.086, -1.502, -2.372], [5.363, -1.100, -1.104], [4.366, -1.678, -0.698], [5.954, -0.158, -0.324], [7.134, 0.615, -0.648], [7.077, -1.099, -2.568], [5.461, -1.251, -3.228], [6.234, -2.581, -2.322], [5.539, -0.025, 0.585], [8.038, -0.007, -0.645], [7.425, 1.382, 0.069], [7.075, 1.072, -1.634], [-5.000, -0.647, -0.594], [-4.304, -1.944, -1.031], [-3.580, -2.006, -2.015], [-4.699, -2.988, -0.298], [-4.203, -4.360, -0.366], [-5.896, -0.814, 0.016], [-5.525, -0.083, -1.364], [-4.257, -0.106, -0.012], [-5.378, -2.834, 0.426], [-3.662, -4.715, 0.508], [-3.604, -4.531, -1.258], [-5.142, -4.893, -0.547], [3.317, 0.598, 2.534], [4.203, 1.854, 2.483], [3.875, 2.857, 1.862], [5.477, 1.630, 2.874], [6.527, 2.602, 2.621], [2.760, 0.614, 3.472], [3.967, -0.278, 2.547], [2.683, 0.501, 1.657], [5.656, 0.875, 3.513], [6.320, 3.048, 1.648], [7.485, 2.094, 2.537], [6.512, 3.425, 3.336], [-1.354, -3.840, -3.495], [-1.341, -4.138, -4.946], [-0.524, -3.535, -5.653], [-2.265, -4.926, -5.543], [-3.272, -5.644, -4.786], [-2.334, -3.393, -3.276], [-0.561, -3.201, -3.144], [-1.442, -4.773, -2.925], [-2.409, -4.825, -6.531], [-4.095, -5.039, -4.400], [-2.854, -6.239, -3.971], [-3.700, -6.433, -5.408], [-0.708, 3.205, -2.694], [-1.888, 3.454, -2.105], [-2.988, 2.617, -2.044], [-2.761, 1.326, -2.505], [-1.525, 0.926, -2.989], [-0.554, 1.918, -3.091], [-1.871, 4.428, -1.623], [-3.860, 2.931, -1.490], [-3.567, 0.603, -2.518], [-1.321, -0.060, -3.376], [0.426, 1.731, -3.509], [-0.656, -6.174, 2.133], [-1.983, -6.183, 2.175], [-2.740, -5.223, 2.860], [-2.049, -4.128, 3.368], [-0.681, -4.040, 3.223], [-0.018, -5.099, 2.620], [-2.463, -7.106, 1.865], [-3.745, -5.370, 3.231], [-2.627, -3.392, 3.914], [-0.220, -3.151, 3.634], [1.064, -5.096, 2.588]],
  "forces_ev_per_angstrom": [[-1.120, 0.301, -0.278], [0.169, -0.992, -0.167], [0.944, -0.259, 0.140], [-0.358, 0.120, 0.016], [-0.220, -0.460, -0.927], [0.423, 0.098, -0.187], [0.154, -0.069, 0.264], [0.493, 0.242, 0.299], [-0.027, 0.688, -0.044], [-0.668, -0.155, 0.349], [0.106, 0.078, 0.113], [0.114, 0.395, 0.540], [0.182, -0.038, -0.004], [1.001, -1.302, -0.834], [-1.165, 0.061, 1.551], [0.882, -0.270, -0.464], [-0.585, 1.137, 0.209], [0.358, -0.633, -0.249], [0.127, 0.274, 0.504], [-0.081, -0.012, -0.123], [-0.025, 0.124, -0.456], [0.055, 0.131, 0.096], [-0.068, -0.118, -0.306], [-0.396, 0.205, 0.189], [-0.179, 0.550, -0.059], [-0.001, -0.119, 0.044], [-0.696, -0.258, 0.232], [0.422, -0.597, 0.018], [-0.845, 1.142, 0.596], [-0.234, -0.468, 0.008], [0.038, 1.145, -0.577], [0.244, -0.281, 0.102], [0.549, 0.111, 0.097], [-0.063, -0.334, 0.662], [0.112, 0.142, -0.257], [0.385, 0.269, -0.197], [0.151, -0.473, -0.947], [0.109, -0.050, 0.069], [-0.127, -0.381, 0.232], [0.720, -0.450, 0.641], [-2.398, 0.930, -1.235], [0.601, -0.744, 0.144], [1.393, -0.093, 0.871], [-1.304, 0.700, -0.528], [-0.193, -0.153, 0.047], [0.099, 0.051, 0.075], [0.143, 0.087, -0.138], [0.135, -0.228, -0.679], [-0.037, 0.259, -0.044], [0.359, -0.681, 0.194], [0.255, 0.083, 0.510], [1.993, -1.849, -1.176], [-1.504, 1.746, 0.357], [0.478, -0.344, 0.192], [-0.107, 0.290, -0.431], [-0.069, -1.501, 0.094], [0.134, 0.546, 0.275], [-0.637, 0.428, 0.272], [-0.487, -0.075, 0.381], [-0.022, 0.030, 0.157], [0.152, 0.016, 0.285], [-0.185, 0.019, -0.282], [0.470, 0.749, 0.202], [0.508, -0.539, -1.250], [0.092, -0.804, -0.705], [0.070, 0.443, 0.284], [-0.913, 1.530, 0.679], [0.691, -1.694, -0.576], [-0.201, -0.481, 0.478], [-0.374, 0.303, 0.100], [-0.509, 0.656, 0.776], [0.527, -0.112, -0.107], [-0.008, -0.048, -0.146], [-0.040, 0.458, 0.325], [-0.334, 0.554, -0.064], [-0.891, -0.461, 0.487], [1.362, 0.510, 0.028], [-0.186, -0.118, 0.035], [-0.347, 0.426, -0.080], [-0.241, -1.167, 1.203], [0.146, 0.176, -0.137], [-0.047, 0.109, -0.063], [0.148, -0.066, -0.155], [0.299, -0.057, -0.008], [-0.021, 0.165, 0.029], [0.194, 0.438, -0.467], [-0.121, 0.097, -0.642], [-0.111, -0.203, -0.337], [0.614, -0.320, 0.756], [-0.037, 0.084, -0.490], [0.285, 0.729, 0.271], [1.080, -0.436, -0.350], [-0.087, 0.406, 0.368], [-0.058, -0.221, -0.017], [-0.362, -0.041, -0.104], [-0.177, 0.042, -0.080], [-0.117, -0.236, -0.211], [-0.880, 0.102, 0.185], [-0.176, 0.138, 0.048], [-0.719, -0.374, 0.320], [-1.395, 0.843, -1.040], [0.259, -0.005, 0.473], [0.783, -0.786, 0.867], [-1.092, 0.067, -1.047], [0.503, -0.497, 0.620], [1.130, 0.177, -0.613], [-0.203, 0.616, -0.281], [0.100, 0.188, 0.064], [-0.176, 0.268, 0.113], [0.158, 0.382, 0.012], [0.426, -0.790, 0.370], [0.693, 0.307, 0.749], [-0.569, -1.091, -1.955], [0.199, 0.162, 0.594], [0.512, 0.371, 0.380], [-0.496, 0.200, -0.434], [-0.358, -0.112, -0.224], [-0.066, -0.067, 0.122], [-0.271, 0.409, 0.144], [0.006, -0.099, -0.078], [-0.030, 0.006, 0.019], [0.070, 0.084, 0.391], [0.323, -0.132, 0.162], [-1.842, -1.352, 0.719], [1.664, 1.917, -1.725], [-0.321, -0.455, 0.138], [-0.738, -0.649, 1.404], [-0.295, -0.876, -0.234], [0.266, 0.376, 0.023], [0.200, -0.065, -0.313], [0.511, 0.079, 0.166], [0.358, 0.095, -0.125], [0.105, 0.193, -0.010], [0.278, 0.417, 0.142], [-0.114, 0.286, -0.247], [-0.760, -1.793, 0.394], [0.709, 1.266, 0.039], [1.221, -0.459, 0.331], [-0.881, -0.612, -0.182], [0.195, 1.165, -0.319], [0.493, 0.921, -0.072], [-0.607, 0.079, -0.152], [-0.242, 0.027, -0.370], [0.032, -0.058, 0.144], [-0.163, -0.076, 0.077], [-0.085, -0.384, -0.196], [0.446, 0.578, -0.543], [-0.493, -0.283, 1.382], [0.982, -0.092, 0.471], [-0.751, -0.312, 0.069], [-0.136, 0.245, 0.010], [-0.343, -0.042, 0.152], [0.022, 0.044, -0.347], [-0.263, -0.027, -0.776], [0.340, -0.055, 0.025], [0.430, -0.172, -0.141], [0.068, -0.170, -0.164]],
  "mol_weight_g_mol": 959.3,
  "spin_multiplicity": 1,
  "homo_ev": -8.691,
  "total_energy_ha": -3181.9586,
  "lumo_ev": 0.135,
  "total_charge": 0,
  "orbital_gap_ev": 8.83
}